Entry 1:
ORCA calculation (ωB97M-V/def2-TZVPD) on a molecular structure, C15H39N3O4PSi2.

Charge: -1
Energy in eV: -53896.4441
Highest occupied orbital energy in Ha: -0.1344
Gap between HOMO and LUMO in eV: 6.121
2S+1: 1
LUMO energy in eV: 2.46

Geometry as XYZ:
```
64
Properties=species:S:1:pos:R:3:forces:R:3
P -0.6465 -2.7841 4.5995 -0.1 -1.3 0.2
Si -2.5115 1.8759 -3.1816 1.5 -0.7 0.1
Si -0.6686 0.0726 -4.6875 0.0 0.8 1.3
O -0.5440 -2.9313 2.0123 0.3 -0.1 -0.3
O 2.5780 -2.1430 4.7000 -0.3 0.3 3.3
O 1.5123 -2.9386 2.9128 0.0 0.3 -0.4
O -0.2127 -1.6658 5.7199 -0.3 0.4 -0.3
N -2.2850 -2.3448 4.2945 0.9 0.2 0.2
N -0.4004 2.2078 2.7499 -0.2 0.3 0.6
N -1.0658 1.0340 -3.3649 -0.6 -0.1 -0.6
C 3.6540 -1.8690 2.6266 -0.4 -0.3 0.3
C -2.4340 2.7887 -1.5244 -0.5 0.2 0.0
C 0.2318 -2.2926 2.9707 -0.8 0.5 0.7
C 0.3118 -0.7792 2.7602 -0.2 0.1 0.2
C -2.7934 3.1813 -4.5250 -0.5 0.2 0.2
C 5.3828 -0.2196 1.9872 -0.4 -0.4 0.5
C -4.0386 0.7558 -3.1218 -0.4 0.4 0.1
C 2.5352 -2.2953 3.5470 0.7 -0.3 -2.6
C -1.8298 -1.4047 -4.9338 0.2 -0.2 -0.4
C -1.3801 1.1448 2.6980 0.1 -0.2 -0.8
C 3.7233 0.4608 3.7080 0.0 -0.6 -0.4
C -0.5981 1.0191 -6.3274 0.1 -0.4 -0.3
C -0.8946 -0.1539 2.0501 -0.1 0.5 0.2
C 4.5173 -0.7385 3.1706 0.1 0.5 -1.1
C 1.0627 -0.6427 -4.4019 0.0 -0.2 -0.4
H 1.7937 0.1622 -4.3010 0.0 0.0 0.0
H 5.5287 0.8440 2.1080 0.5 0.2 0.0
H -0.0260 1.9414 -6.2127 0.0 0.0 0.1
H 0.4093 -0.3086 3.7383 0.2 0.0 0.2
H -3.3546 3.3563 -1.3410 0.0 0.0 0.1
H -2.3685 -1.4640 3.7970 -0.3 -0.1 -0.2
H 6.3184 -0.7558 1.8973 0.3 0.0 0.0
H 4.2540 -2.7647 2.4949 0.2 -0.2 -0.2
H 0.4940 1.9111 3.1111 0.1 0.1 -0.2
H -2.7983 -1.0927 -5.3305 0.0 0.0 0.1
H 4.3395 0.9677 4.4303 0.0 0.5 0.3
H -0.3145 2.6830 1.8651 0.2 -0.1 -0.1
H -0.0786 -2.7831 1.1751 -0.3 -0.2 -0.1
H -2.3038 2.0689 -0.7115 0.0 0.0 0.0
H -3.0766 2.7244 -5.4753 0.1 0.0 0.0
H 3.2393 -1.6326 1.6530 -0.1 0.1 -0.2
H 1.3697 -1.2818 -5.2392 0.1 0.0 0.1
H -1.9930 -1.9247 -3.9881 0.0 0.0 0.0
H -1.5970 1.2722 -6.6888 0.0 0.1 0.0
H -0.5896 0.1084 1.0455 -0.1 -0.1 -0.4
H -2.6883 -3.1055 3.7618 -0.3 0.2 -0.1
H -0.9159 -1.0198 5.8778 0.1 0.0 -0.1
H 3.5103 1.1160 2.8726 -0.1 0.4 -0.1
H -4.9166 1.3083 -2.7617 0.0 -0.1 0.0
H 5.2087 -1.1211 3.9041 -0.1 -0.2 0.6
H -1.8378 0.9572 3.6674 0.2 0.0 0.4
H -0.1141 0.4161 -7.1068 0.0 0.1 0.0
H -1.7552 -0.8049 1.9533 0.0 -0.4 0.0
H 2.7720 0.1972 4.1439 -0.1 -0.1 0.4
H 1.0792 -1.2439 -3.4901 0.0 0.0 0.0
H -4.2870 0.3632 -4.1099 0.0 -0.1 0.0
H -2.1849 1.5017 2.0678 -0.3 0.2 -0.1
H -3.6018 3.8682 -4.2411 0.0 0.0 -0.1
H -1.4035 -2.1239 -5.6454 -0.1 0.0 0.0
H 1.1963 -0.4851 2.2079 0.4 -0.2 -0.2
H -3.8703 -0.0843 -2.4454 0.1 0.0 0.0
H -1.8895 3.7733 -4.6780 0.0 -0.1 0.0
H -1.5943 3.4870 -1.5096 0.0 0.0 0.0
H 4.8403 -0.3687 1.0651 -0.1 0.1 -0.4
```
Forces are in eV/Å.

=====

Entry 2:
ORCA calculation (ωB97M-V/def2-TZVPD) on a molecular structure, C15H40AsF6O15S5.

Energy relative to the best compared isomer or geometry (same formula, charge and spin) in kcal per mole: 15.8
Charge: -1
Energy in eV: -178241.0188
Highest occupied orbital energy in Ha: -0.3252
Gap between HOMO and LUMO in eV: 10.951
2S+1: 1
LUMO energy in eV: 2.10

Geometry as XYZ:
```
82
Properties=species:S:1:pos:R:3:forces:R:3
As 0.8276 0.2793 -1.0318 -1.4 -2.0 -0.5
S -2.2810 4.7251 -0.5916 0.0 0.1 -0.1
S -4.7399 0.1289 -1.8666 0.7 -0.5 0.5
S 3.9261 -6.6250 -1.8605 -1.0 -0.2 -0.2
S 4.2501 5.0353 -0.0072 -0.4 0.0 -0.2
S -1.7792 -2.4520 3.0988 -0.3 0.3 -0.1
F -0.0003 -1.0123 -1.8857 -0.2 0.0 0.0
F -0.4033 0.2308 0.1949 -0.4 0.3 0.1
F 2.0393 0.2213 -2.2508 0.6 0.3 0.2
F 1.6014 -1.0055 -0.1285 0.7 0.4 0.2
F 1.5765 1.5385 -0.1588 0.7 0.5 0.2
F -0.0758 1.4120 -1.9559 -0.1 0.4 -0.1
O -3.6119 5.2316 -0.6156 -0.2 0.1 0.2
O 2.9232 -5.5706 -1.2794 0.2 0.2 0.1
O 3.9048 6.4084 0.0934 -0.2 0.6 0.1
O 5.2481 -6.1125 -1.8537 1.0 0.3 0.1
O 5.6172 4.6416 0.0380 0.6 -0.3 0.0
O -4.8790 1.0640 -0.5964 0.0 0.4 -0.2
O -1.4383 -3.7943 2.3410 -0.1 -0.3 -0.1
O -4.4019 0.9613 -2.9659 -0.2 0.6 -0.2
O 3.4638 4.3273 1.1696 0.0 -0.1 0.0
O -1.3678 5.1376 -1.6074 0.3 -0.1 -0.2
O -2.6522 -2.8440 4.1551 0.2 -0.1 0.4
O -1.6874 5.1451 0.8300 -0.1 -0.1 -0.2
O 3.6181 -7.8390 -1.1886 -0.1 -0.4 0.1
O -2.2175 -1.4541 2.1752 -0.1 0.0 -0.2
O -5.8881 -0.7197 -1.9122 -0.4 -0.3 -0.1
C 3.4117 -6.7452 -3.5521 0.3 -0.5 0.1
C -0.7421 -5.0385 0.3632 0.0 -0.6 1.1
C 3.4677 4.3498 -1.4394 -0.2 -0.3 0.0
C -5.4829 0.5313 0.5958 -0.8 -0.1 0.2
C 2.7833 2.4030 2.4108 -0.3 0.7 0.1
C -2.3175 2.9849 -0.4466 -0.1 -0.8 0.7
C 3.2648 -4.1583 -1.3139 -0.5 0.7 -0.1
C 0.2447 5.6374 2.1271 -0.6 0.6 0.3
C -0.3667 4.6793 1.1372 1.0 -0.4 0.0
C 2.2423 -3.3808 -2.1069 -0.2 0.4 -0.3
C -0.8271 -3.6885 1.0431 0.5 0.4 -0.9
C 3.7200 2.9227 1.3424 0.7 -0.9 0.8
C -0.1828 -1.9726 3.6970 0.1 -0.7 -0.2
C -6.8005 1.2468 0.8479 0.0 0.3 -0.4
C -3.2995 -0.8323 -1.4674 -0.1 0.0 0.3
H 3.6748 -7.7608 -3.8494 0.1 0.1 -0.1
H -4.7858 0.6921 1.4140 0.2 -0.1 -0.1
H 3.2102 -3.8053 -0.2857 0.2 -0.2 0.1
H -0.2998 -1.3409 4.5699 0.0 0.2 -0.1
H 4.2711 -4.0175 -1.6984 0.1 -0.1 0.1
H 3.1745 5.1672 -2.0895 0.1 0.0 0.0
H 2.8429 1.3217 2.4969 -0.1 0.0 -0.1
H -2.8736 2.5126 -1.2507 0.0 0.3 -0.2
H 0.3494 -1.5125 2.8666 -0.1 0.3 0.1
H 0.1122 -5.6299 0.7032 0.2 0.3 -0.2
H 3.6531 2.3691 0.4079 -0.4 0.2 -0.1
H 2.5822 3.8145 -1.1004 -0.1 0.0 -0.1
H -5.6960 -0.5282 0.4650 0.3 -0.1 0.1
H 1.7659 2.7339 2.1984 -0.1 -0.4 -0.1
H -6.6703 2.3135 0.6545 0.0 0.0 0.3
H -3.0686 -0.7723 -0.4032 -0.2 0.0 0.0
H -7.1666 1.0905 1.8615 0.2 0.0 0.1
H 0.2671 4.5954 0.2487 -0.3 0.3 -0.2
H -3.5453 -1.8589 -1.7269 0.2 0.0 -0.2
H -1.3981 -3.0082 0.4108 -0.1 0.1 0.3
H 2.3387 -6.6358 -3.6625 0.0 0.2 0.1
H 1.2291 -3.7245 -1.8980 0.0 -0.1 0.0
H -7.5782 0.9090 0.1610 0.1 -0.1 -0.1
H -1.5817 -5.6619 0.6834 -0.3 0.2 -0.5
H 3.0311 2.8491 3.3773 0.2 -0.1 0.0
H 4.0038 -6.0207 -4.1023 -0.2 0.1 -0.2
H -0.5075 5.8982 2.8783 0.1 -0.2 0.1
H 0.3309 -2.9015 3.9453 0.0 0.1 0.3
H 2.3840 -3.3567 -3.1898 0.1 -0.4 0.0
H -0.6900 -4.8967 -0.7111 -0.1 -0.2 -0.1
H 1.1220 5.2369 2.6286 0.1 -0.1 -0.1
H 4.7395 2.7611 1.7079 0.1 0.4 -0.2
H 2.2648 -2.3352 -1.8000 0.1 -0.1 0.1
H -0.3934 3.6548 1.5243 -0.4 0.1 0.2
H -1.3330 2.5354 -0.3752 0.2 0.3 -0.3
H -2.4481 -0.4273 -2.0068 0.0 -0.1 -0.2
H 0.1717 -3.2524 1.1461 -0.1 0.0 0.1
H 4.1428 3.6593 -1.9353 0.0 0.0 0.0
H -2.8075 2.7430 0.4977 -0.2 0.2 -0.1
H 0.4936 6.5914 1.6603 0.2 -0.1 -0.2
```
Forces are in eV/Å.

=====

Entry 3:
ORCA calculation (ωB97M-V/def2-TZVPD) on a molecular structure, C15H40GaIN3O4S.

Charge: -1
Energy in eV: -100176.1175
Highest occupied orbital energy in Ha: -0.1572
Gap between HOMO and LUMO in eV: 6.618
2S+1: 1
LUMO energy in eV: 2.34

Geometry as XYZ:
```
65
Properties=species:S:1:pos:R:3:forces:R:3
I 6.5335 -3.2456 -3.8020 0.1 0.2 0.0
Ga 4.2601 -3.7311 -2.5979 -0.9 -0.5 0.5
S 1.2519 -2.8986 -2.2188 0.1 0.0 0.1
O -2.4895 -1.7041 -0.3713 0.1 0.1 0.0
O 2.6969 5.3323 0.4564 0.1 -0.1 -0.2
O -0.4068 2.1600 1.5480 0.0 0.2 0.0
O -3.6758 -0.7461 3.9269 -0.1 -0.1 -0.1
N 0.4414 3.9300 -0.9161 -0.2 0.1 0.1
N 4.4419 -3.4733 -0.6931 0.5 -0.1 -0.5
N -1.1806 -1.8108 2.3195 -0.2 -0.2 0.1
C -1.4903 -1.9016 3.7441 0.1 0.2 -0.2
C -0.8420 -3.4258 -3.9749 0.6 -0.7 0.2
C 3.7074 4.4939 -0.0789 -0.1 0.0 0.2
C -4.1804 -0.5920 2.6117 0.0 0.2 0.2
C -1.9118 -0.4596 -0.7206 -0.2 0.1 0.0
C 0.2078 -4.1343 -3.0660 -0.6 1.0 -0.3
C 0.4471 5.3139 -0.4576 0.2 -0.3 0.0
C -1.2391 3.0226 0.7962 -0.3 -0.1 -0.1
C -1.6371 -2.9517 1.5300 0.0 0.4 -0.1
C -2.9607 -1.9472 4.1613 0.1 -0.1 0.3
C -1.5275 -2.6713 0.0412 -0.2 -0.4 0.1
C 0.7483 2.7579 2.1088 0.0 -0.3 0.0
C 1.8430 5.9102 -0.5228 -0.2 0.2 0.2
C 2.7130 -2.5565 -3.2699 0.5 -0.2 -0.2
C -0.8069 3.2114 -0.6596 0.3 -0.1 0.0
H -0.6868 2.2173 -1.0977 -0.1 0.0 0.0
H 2.5127 -2.6889 -4.3385 -0.3 0.1 0.2
H -1.0428 -1.0238 4.2182 0.0 0.0 0.1
H 5.0256 -2.6678 -0.5056 -0.1 0.1 0.2
H 4.4052 4.2648 0.7253 0.0 0.0 0.0
H -1.5975 -0.9645 1.9568 0.1 0.1 -0.1
H -5.0684 0.0400 2.6697 0.0 0.0 0.1
H -2.6838 0.1428 -1.2026 -0.1 -0.1 0.0
H 0.0998 5.4065 0.5792 0.0 0.2 0.0
H 3.2957 3.5505 -0.4497 0.1 0.0 -0.1
H 0.7975 -4.8611 -3.6227 0.1 0.0 0.2
H -1.6832 -3.0961 -3.3625 0.1 0.2 -0.1
H 1.0087 2.1955 3.0059 -0.1 0.0 0.0
H -4.4648 -1.5482 2.1666 0.1 0.0 0.0
H 3.8781 -5.2595 -2.8736 0.1 0.0 -0.1
H -0.3564 -4.6178 -2.2660 0.4 -0.3 0.0
H -2.9831 -2.0933 5.2452 0.0 0.0 0.0
H -0.9788 -2.7781 4.1540 -0.1 -0.1 0.0
H -1.7602 -3.5939 -0.4988 0.0 0.0 0.0
H 1.7711 6.9766 -0.2889 0.0 0.0 0.0
H -3.4575 -0.0834 1.9699 0.0 -0.1 -0.1
H -1.2195 -4.1324 -4.7234 0.0 0.2 0.0
H -1.3847 3.9766 1.3168 0.2 0.0 0.0
H -2.6856 -3.2038 1.7390 0.0 -0.2 0.0
H 1.5971 2.6916 1.4250 0.1 0.2 0.0
H 0.5747 3.7996 2.3906 0.0 0.0 -0.1
H 2.9845 -1.5073 -3.1066 -0.3 -0.1 0.0
H -1.0206 -3.8208 1.7761 0.0 0.0 0.0
H -0.2208 5.9011 -1.0949 0.0 0.0 0.0
H -1.5674 0.0805 0.1686 0.2 0.0 -0.1
H 3.5330 -3.3252 -0.2745 -0.1 0.2 0.1
H -0.3582 -2.5778 -4.4587 -0.2 0.0 -0.1
H -1.6128 3.7052 -1.2116 0.0 0.1 0.1
H -3.4922 -2.8021 3.7277 0.0 0.0 -0.2
H 2.2656 5.8185 -1.5271 0.0 -0.1 0.0
H -1.0812 -0.5886 -1.4202 0.1 0.0 0.1
H 1.1937 3.4296 -0.4637 0.1 0.0 0.0
H -0.5155 -2.3750 -0.2382 0.0 0.1 0.1
H 4.2539 4.9939 -0.8827 0.0 0.0 0.0
H -2.2189 2.5360 0.7788 0.0 0.0 0.0
```
Forces are in eV/Å.